No. 1
{"formula": "C4H6NaO2", "method": "the ωB97M-V functional and the def2-TZVPD basis", "de_lowest_kj_mol": 306.7, "total_charge": 1, "lumo_ev": -4.550, "spin_multiplicity": 1, "homo_energy_ev": -11.55, "elements": ["Na", "O", "O", "C", "C", "C", "C", "H", "H", "H", "H", "H", "H"], "coordinates": [[0.992, -2.950, 1.804], [0.121, -0.723, 2.179], [1.214, -0.929, 0.193], [0.579, -0.023, 1.072], [-0.018, -0.278, -0.235], [0.089, 0.675, -1.376], [-0.922, 1.565, -1.668], [-0.745, -0.420, 2.479], [-0.872, -0.961, -0.260], [1.129, 0.893, 1.299], [-1.940, 1.269, -1.380], [1.053, 1.212, -1.445], [-0.680, 0.671, -2.662]], "forces_ev_per_a": [[0.0, 0.4, -0.2], [-0.3, -0.4, 0.4], [0.0, 0.0, 0.3], [0.6, 0.1, -0.4], [-0.2, -1.0, -0.5], [-0.5, 1.9, 2.2], [-1.0, -1.3, -2.1], [0.0, 0.2, 0.0], [0.2, 0.3, 0.0], [-0.1, -0.2, 0.0], [0.2, -0.2, 0.5], [0.2, -1.4, -1.2], [0.9, 1.6, 0.8]], "mulliken_charge": [0.95, -0.55, -0.53, 0.18, 0.10, -0.34, -0.81, 0.33, 0.39, 0.42, 0.25, 0.31, 0.29]}


No. 2
{"formula": "C4H6O", "method": "the ωB97M-V functional and the def2-TZVPD basis", "de_lowest_kj_mol": 479.2, "total_charge": 0, "lumo_ev": [-0.462, -0.455], "spin_multiplicity": 1, "homo_energy_ev": [-7.35, -7.37], "elements": ["O", "C", "C", "C", "C", "H", "H", "H", "H", "H", "H"], "coordinates": [[-1.388, -0.164, 0.301], [0.616, 0.949, -0.055], [-0.354, -0.971, 0.310], [-0.863, 1.155, -0.008], [0.902, -0.345, 0.216], [-0.553, -2.030, 0.450], [-1.128, 1.812, 0.828], [1.562, -1.437, -0.255], [1.258, -2.247, -0.738], [-1.369, 1.505, -0.910], [1.317, 1.774, -0.138]], "forces_ev_per_a": [[0.2, -0.1, -0.1], [0.0, 0.1, 0.1], [-0.1, 0.3, 0.6], [0.0, 0.2, -0.2], [-0.1, 0.1, 0.2], [0.0, 0.2, -0.1], [0.0, -0.1, -0.1], [-0.1, -0.9, -0.5], [0.4, 0.3, 0.0], [-0.1, 0.0, 0.0], [-0.2, -0.1, 0.1]], "mulliken_charge": [-0.29, -0.25, -0.22, -0.35, -0.06, 0.42, 0.25, -0.42, 0.28, 0.27, 0.37]}